The following is a quantum chemistry calculation of C31H41InN5S as an isolated structure at a distorted geometry, from OMol25.

Calculated total energy in eV: -56268.702
HOMO level (spin up / spin down) in hartree: -0.01470 / -0.02403
Max |F| in Eh/bohr: 0.070
Charge: -1
Energy relative to the best compared isomer or geometry (same formula, charge and spin) in kJ/mol: 0.0
Lowest unoccupied orbital energy (spin up / spin down) in eV: 2.460 / 2.442

Last column: Mulliken charge in e.
Element x y z (Å)
In  -0.1598  -0.2931  0.4591  -0.076
N  -2.6642  0.6665  2.8755  -0.121
N  -1.3555  1.9312  -0.3434  0.608
C  -0.3817  -2.3587  -1.4748  0.500
C  -1.7807  -2.0978  -1.3658  0.710
C  -2.1781  -2.3190  -0.0156  0.283
C  -3.4920  -2.0437  0.5962  -1.358
H  -4.1671  -1.5276  -0.0965  0.329
H  -3.3921  -1.4155  1.4999  0.322
H  -3.9947  -2.9768  0.8937  0.313
C  -1.0180  -2.6732  0.7364  0.642
C  -1.0011  -3.0530  2.1639  -1.066
H  -1.2538  -4.1151  2.2954  0.350
H  -1.7407  -2.4836  2.7455  0.216
H  -0.0109  -2.9009  2.6081  0.198
C  0.1123  -2.6851  -0.1668  0.392
C  1.4928  -3.0986  0.1779  -1.074
H  1.7570  -2.8123  1.2029  0.248
H  2.2335  -2.6538  -0.4969  0.227
H  1.6106  -4.1892  0.1005  0.288
C  -2.6239  -1.4863  -2.4073  -1.676
H  -3.2223  -2.2344  -2.9466  0.346
H  -2.0254  -0.9552  -3.1587  0.236
H  -3.3279  -0.7622  -1.9698  0.292
C  0.4583  -2.1611  -2.6695  -1.072
H  1.4960  -1.9296  -2.3938  0.159
H  0.0918  -1.3308  -3.2890  0.017
H  0.4837  -3.0565  -3.3113  0.328
C  -2.6247  0.8591  4.1998  -0.386
H  -3.2792  0.2145  4.8136  0.347
C  -1.7777  1.8051  4.8109  -0.526
H  -1.8090  1.9114  5.8973  0.382
C  -0.9418  2.5899  4.0047  -0.337
H  -0.2188  3.2822  4.4557  0.360
C  -1.0355  2.4499  2.6208  -0.247
H  -0.3681  2.9894  1.9459  0.269
C  -1.9362  1.4990  2.0773  -0.138
C  -2.0372  1.1857  0.6576  -0.706
H  -2.9549  0.6845  0.3417  0.485
C  -0.3733  1.2508  -1.0108  -0.848
C  -1.5391  3.1979  -0.9077  -0.922
H  -2.1991  3.9286  -0.4859  0.571
C  -0.7094  3.2687  -1.9532  -0.583
H  -0.5068  4.0688  -2.6305  0.661
N  -0.0109  2.0537  -2.0396  0.728
C  0.8599  1.6357  -3.1004  -0.340
C  0.3508  1.4566  -4.3965  1.437
C  1.2051  0.9812  -5.4014  -1.001
H  0.8126  0.8701  -6.4154  0.300
C  2.5284  0.6314  -5.1342  0.859
C  3.4577  0.1896  -6.2256  -1.556
H  4.1291  -0.6050  -5.8697  0.369
H  4.0887  1.0296  -6.5573  0.296
H  2.8929  -0.1755  -7.0936  0.362
C  2.9884  0.7272  -3.8243  -1.046
H  4.0097  0.4213  -3.5814  0.372
C  2.1620  1.2116  -2.8067  1.394
C  2.7302  1.2377  -1.4327  -1.477
H  2.3919  2.0778  -0.8252  0.368
H  3.8235  1.2641  -1.4992  0.526
H  2.4913  0.2994  -0.9198  -0.108
C  -1.0768  1.7613  -4.7231  -1.795
H  -1.2558  2.8422  -4.8163  0.374
H  -1.7733  1.3461  -3.9813  0.267
H  -1.2997  1.2974  -5.6910  0.413
C  0.3541  -1.3310  5.1128  -1.401
N  0.3398  -0.5006  3.9027  1.234
C  1.4241  0.1280  3.4183  0.328
S  1.8109  0.2966  1.7087  -0.834
N  2.3661  0.6478  4.2161  -0.178
C  2.2500  0.9290  5.6424  -0.997
H  0.3841  -0.7099  6.0148  0.374
H  1.2073  -2.0203  5.0722  0.350
H  -0.5852  -1.9058  5.1324  0.304
H  -0.4937  -0.5492  3.3161  -0.896
H  3.0432  1.2357  3.7101  0.175
H  3.0233  1.6651  5.8664  0.360
H  1.2724  1.3612  5.8970  0.237
H  2.4624  0.0295  6.2380  0.259

The following is a quantum chemistry calculation of C10H19NOPbSi as an isolated structure at a distorted geometry, from OMol25.

Calculated total energy in eV: -27338.103
HOMO level in hartree: -0.29217
Max |F| in Eh/bohr: 0.043
Charge: 0
Energy relative to the best compared isomer or geometry (same formula, charge and spin) in kJ/mol: 12.8
Lowest unoccupied orbital energy in eV: -0.788

Last column: Mulliken charge in e.
Element x y z (Å)
C  -0.7923  2.1548  -2.8662  -0.367
C  -1.9841  2.2516  -2.0403  -0.575
C  -2.4664  0.9033  -1.7775  -0.637
C  -1.5739  -0.0291  -2.4622  -0.553
C  -0.5385  0.7459  -3.1274  -0.473
Pb  -0.3167  0.9259  -0.4898  1.194
N  1.7970  1.5353  -0.6470  -0.491
C  1.5486  2.6877  0.2308  -0.338
C  0.0438  2.8876  0.5548  -0.940
H  -3.3080  0.6288  -1.1210  0.467
H  -2.3862  3.1681  -1.5990  0.468
H  -1.6454  -1.1266  -2.4316  0.465
H  0.2880  0.3415  -3.7125  0.402
H  -0.1733  2.9851  -3.1937  0.409
H  -0.4336  3.7455  0.1095  0.311
H  2.0572  2.5123  1.1952  0.280
H  2.6990  1.3276  -1.0625  0.135
H  -0.3003  2.5809  1.5446  0.439
H  1.8876  3.5832  -0.3076  0.339
C  1.0849  -3.3490  0.3226  -0.995
Si  0.3426  -2.0673  1.4203  -0.005
C  -1.3174  -2.5684  2.0491  -0.965
C  1.4844  -1.5843  2.7853  -1.018
O  0.0840  -0.8034  0.5127  -0.251
H  1.2412  -4.2505  0.9230  0.350
H  2.0482  -3.0301  -0.0848  0.273
H  0.4274  -3.5985  -0.5149  0.277
H  -1.1830  -3.4619  2.6658  0.342
H  -1.7730  -1.7848  2.6611  0.261
H  -2.0050  -2.8057  1.2320  0.268
H  2.4535  -1.2447  2.4098  0.278
H  1.0646  -0.7915  3.4106  0.280
H  1.6450  -2.4693  3.4107  0.370

The following is a quantum chemistry calculation of C12H13BrIrO as an isolated structure at a distorted geometry, from OMol25.

Calculated total energy in eV: -87576.082
HOMO level (spin up / spin down) in hartree: -0.18907 / -0.30735
Max |F| in Eh/bohr: 0.051
Charge: 0
Spin multiplicity: 6
Expectation value of S²: 8.78
Energy relative to the best compared isomer or geometry (same formula, charge and spin) in kJ/mol: 17.1
Lowest unoccupied orbital energy (spin up / spin down) in eV: 0.498 / -3.014

Last column: Löwdin spin population.
Element x y z (Å)
C  -1.2481  -1.0912  -2.0973  0.429
C  -1.2120  -2.0404  -1.0655  0.315
C  -1.8230  -1.4562  0.1226  0.135
H  -0.8292  -3.0551  -1.1213  0.011
C  -2.2223  -0.0827  -0.2393  0.103
C  -1.8103  0.1173  -1.6086  0.313
H  -1.9509  1.0378  -2.1648  0.009
H  -0.9304  -1.2696  -3.1208  0.017
H  -2.1435  -1.9692  1.0255  0.004
H  -2.8960  0.5272  0.3576  0.003
Ir  -0.2235  -0.1027  0.4506  1.782
Br  0.8219  -2.0412  1.5120  0.351
C  1.7711  0.6331  0.2665  0.132
C  0.8538  1.4267  -0.5961  0.113
C  0.9861  0.8640  -1.9234  0.355
H  0.4727  2.4070  -0.3134  0.013
C  1.8411  -0.2496  -1.8810  0.154
C  2.3492  -0.4022  -0.5847  0.297
H  3.0917  -1.1168  -0.2447  0.014
H  2.1750  1.0036  1.2065  0.005
H  0.5447  1.3012  -2.8112  0.015
H  2.1264  -0.8672  -2.7375  0.002
C  0.4538  1.2740  3.0139  0.054
C  -0.6332  0.5507  2.2753  0.213
O  -1.7330  0.2655  2.7159  0.151
H  1.3047  0.5923  3.1045  -0.001
H  0.1402  1.5748  4.0145  0.008
H  0.7230  2.1690  2.4443  0.002

The following is a quantum chemistry calculation of C47H47N9O3RbS4 as an isolated structure, from OMol25.

Calculated total energy in eV: -113056.032
HOMO level in hartree: -0.09498
Max |F| in Eh/bohr: 0.013
Charge: -1
Energy relative to the best compared isomer or geometry (same formula, charge and spin) in kJ/mol: 16.3
Lowest unoccupied orbital energy in eV: 1.549

Last column: Mulliken charge in e.
Element x y z (Å)
Rb  -0.3015  1.8544  0.7525  0.530
O  -3.4742  5.1206  2.4528  -0.720
C  -2.9550  4.0590  2.1593  0.031
N  -2.3955  3.8734  0.8927  -0.204
C  -1.3553  4.5622  0.5491  -0.438
O  -0.5196  5.1994  1.2622  -0.991
C  -1.0807  4.6126  -0.9452  0.615
C  -1.1597  5.8565  -1.5756  -0.435
C  -0.9213  5.9408  -2.9315  -0.528
C  -0.5929  4.7817  -3.6264  -0.817
C  -0.5248  3.5977  -2.9161  -0.073
N  -0.7602  3.5026  -1.6085  0.293
C  -2.9841  2.8857  3.1294  0.649
C  -3.6784  3.0913  4.3231  -1.347
C  -4.0716  1.9062  5.0100  -0.156
C  -3.4861  0.7235  4.7098  -1.496
C  -2.2646  0.7945  3.8451  1.180
N  -2.4112  1.7485  2.7556  -0.167
H  -1.4208  6.7248  -0.9842  0.581
H  -0.9925  6.8917  -3.4469  0.431
H  -0.3944  4.7926  -4.6898  0.388
H  -0.2571  2.6731  -3.4190  0.341
H  -4.1436  4.0456  4.5104  0.446
H  -4.8970  1.9426  5.7173  0.396
H  -3.8133  -0.2153  5.1422  0.397
H  -2.0585  -0.2029  3.4320  -0.064
C  2.8228  -1.5177  0.9595  -0.632
C  4.0842  -0.7140  0.6513  -1.187
S  3.7346  0.9878  0.1524  0.315
C  4.8644  1.9318  1.1932  -0.727
C  4.7104  1.7805  2.7031  -0.815
S  3.0391  2.1027  3.3221  -0.053
C  2.7869  0.6467  4.3571  -0.195
C  2.8316  -0.7159  3.6647  -1.319
S  1.7270  -0.8629  2.2354  0.329
H  3.1046  -2.5482  1.1917  0.543
H  2.1815  -1.5545  0.0751  -0.066
H  4.6300  -1.2328  -0.1405  0.591
H  4.7464  -0.6978  1.5176  0.404
H  4.6651  2.9631  0.8968  0.194
H  5.9008  1.7144  0.9206  0.361
H  5.4134  2.4681  3.1793  0.547
H  5.0048  0.7793  3.0207  0.324
H  1.8097  0.7952  4.8162  -0.262
H  3.5106  0.6377  5.1767  0.603
H  2.5598  -1.4712  4.4049  0.553
H  3.8465  -0.9501  3.3427  0.550
C  -2.5004  -9.7991  -8.2008  -0.831
O  -1.6430  -8.6985  -8.4347  -0.470
C  -1.5258  -7.7676  -7.4472  0.980
C  -2.1832  -7.8321  -6.2262  -0.630
C  -1.9882  -6.8195  -5.2925  -0.773
C  -1.1517  -5.7456  -5.5548  0.204
C  -0.4948  -5.6984  -6.7887  -0.495
C  -0.6778  -6.6941  -7.7215  -0.584
C  -0.9319  -4.6596  -4.5936  0.297
N  -0.0948  -3.6662  -4.7656  -0.834
C  -0.2160  -2.8912  -3.6341  0.776
C  -1.1376  -3.4275  -2.7741  0.184
N  -1.5939  -4.5663  -3.3980  -0.114
C  -1.4932  -2.8374  -1.5209  0.436
C  -2.4601  -3.3351  -0.6388  -0.743
C  -2.7265  -2.6452  0.5169  -1.022
C  -2.0050  -1.4739  0.7800  -0.236
N  -1.0745  -1.0047  -0.0262  0.467
C  -0.8193  -1.6516  -1.1716  -0.029
C  0.1720  -1.0579  -2.0818  -0.239
N  0.7543  0.0881  -1.6944  0.625
C  1.6008  0.6747  -2.5165  -0.508
C  1.9443  0.1468  -3.7694  -1.062
C  1.3779  -1.0383  -4.1672  -0.773
C  0.4625  -1.6669  -3.3145  0.541
H  -2.4596  -10.4096  -9.0985  0.242
H  -3.5298  -9.4719  -8.0323  0.334
H  -2.1633  -10.3911  -7.3458  0.332
H  -2.8426  -8.6520  -5.9858  0.381
H  -2.5090  -6.9014  -4.3459  0.227
H  0.1587  -4.8623  -6.9952  0.489
H  -0.1741  -6.6617  -8.6784  0.414
H  -2.3003  -5.1925  -3.0586  0.176
H  -3.0036  -4.2442  -0.8708  0.377
H  -3.4789  -2.9814  1.2167  0.528
H  -2.2072  -0.8910  1.6705  0.418
H  2.0371  1.6095  -2.1797  0.176
H  2.6481  0.6778  -4.3963  0.499
H  1.6120  -1.4928  -5.1213  0.541
C  -0.9881  1.1522  4.6697  -0.522
C  -0.7561  0.1947  5.7957  0.299
C  -1.1487  0.5049  7.0973  -0.266
C  -0.9898  -0.4078  8.1301  -0.665
C  -0.4425  -1.6597  7.8825  -0.434
C  -0.0659  -1.9915  6.5881  -0.920
C  -0.2261  -1.0739  5.5589  0.039
H  -1.1009  2.1741  5.0402  0.717
H  -0.1423  1.1400  3.9712  -0.563
H  -1.5906  1.4758  7.2868  0.364
H  -1.2998  -0.1417  9.1339  0.366
H  -0.3176  -2.3725  8.6888  0.358
H  0.3489  -2.9707  6.3761  0.406
H  0.0470  -1.3504  4.5456  0.457
C  1.2780  7.6686  0.2190  -1.313
N  1.5849  6.2613  0.1240  0.123
C  2.4694  5.7585  -0.7206  0.416
N  3.2022  6.6490  -1.4634  -0.495
S  2.7621  4.1027  -0.8792  -0.384
H  0.5468  7.7911  1.0144  0.330
H  0.8316  8.0589  -0.7054  0.365
H  2.1665  8.2572  0.4614  0.438
H  0.8742  5.6324  0.5735  0.236
H  2.7987  7.5517  -1.6565  0.205
H  3.7164  6.2219  -2.2150  0.237

Among the records above, which one has the lowest max |F|? C47H47N9O3RbS4